A cluster of 2 separate species, C6H8NO4 in total in a non-equilibrium geometry. Source: OMol25; level of theory: wB97M-V/def2-TZVPD.

Geometry as XYZ:
```
19
Properties=species:S:1:pos:R:3:forces:R:3
C -1.570 -0.658 0.057 1.2 1.3 -0.7
C -0.069 1.119 0.649 1.5 -1.2 1.1
C 1.200 -0.971 -0.958 -1.3 1.2 -2.2
C -1.920 0.593 -0.657 -3.7 1.1 -0.5
C -0.904 1.691 -0.356 -1.6 3.2 -0.1
C 2.349 -1.219 -0.210 0.6 -0.3 3.3
N -0.259 -0.341 0.594 0.9 0.5 1.5
O -2.126 -1.687 0.080 -0.3 -1.2 0.5
O 0.683 1.642 1.413 0.2 -0.6 0.3
O 0.530 -0.857 -1.870 0.8 -0.5 0.4
O 0.258 -1.096 1.624 0.7 1.3 2.9
H -2.115 0.389 -1.743 0.2 0.2 1.0
H -2.981 0.827 -0.180 2.0 -0.2 -1.2
H -1.262 2.724 0.170 0.2 -2.5 -1.5
H -0.317 2.059 -1.221 -0.2 -0.4 0.3
H 3.068 -1.773 -0.796 -0.2 -0.9 -0.1
H 2.961 -0.362 0.121 -0.8 0.5 -0.4
H 1.942 -1.605 0.831 0.9 0.0 -2.0
H 0.531 -0.476 2.452 -1.1 -1.4 -2.7
```
Positions in Å, forces in eV/Å.

Summary:
Orbital gap   9.53 eV
Calculated total energy   -588.76948 hartree
Energy relative to the best compared isomer or geometry (same formula, charge and spin)   25.8 kcal per mole
Largest force on an atom   3.91 eV/Å
HOMO level   -0.53356 Ha
Net charge   +1